# 1
A structure of composition C30H47NO4SSi5TcTe. Source: the Open Molecules 2025 dataset; level of theory: the ωB97M-V functional and the def2-TZVPD basis.

Last column: Mulliken spin population.
Element x y z (Å)
Tc: 0.5534 0.7954 0.4127  2.83
C: 2.0653 -4.1316 -5.2821  0.00
C: 2.1657 -2.9373 -4.3751  0.00
C: 3.3558 -2.6471 -3.7072  0.00
C: 3.4466 -1.5629 -2.8538  0.00
C: 2.3251 -0.7656 -2.6562  0.02
C: 1.1364 -1.0240 -3.3171  -0.01
C: 1.0664 -2.1069 -4.1775  0.00
S: 2.4687 0.6026 -1.5684  -0.02
O: 1.1480 1.3442 -1.5952  0.05
O: 3.5906 1.3838 -1.9792  0.00
N: 2.5174 0.1426 -0.0466  -0.02
C: 2.5890 -1.2494 0.4178  -0.01
C: 1.8509 -1.3135 1.7610  0.02
O: 2.1042 -2.1408 2.5889  0.02
O: 0.8812 -0.3956 1.9085  0.08
H: 3.0434 -4.4257 -5.6595  0.00
H: 1.4123 -3.9276 -6.1299  0.00
H: 1.6477 -4.9825 -4.7400  0.00
H: 4.2246 -3.2731 -3.8676  0.00
H: 4.3783 -1.3236 -2.3569  0.00
H: 0.2937 -0.3639 -3.1743  0.00
H: 0.1426 -2.3082 -4.7065  0.00
H: 3.6077 -1.6032 0.5671  0.00
H: 2.0721 -1.9431 -0.2565  0.00
C: -4.6471 1.2545 -3.1310  0.00
C: -3.5642 0.5881 -3.6820  0.00
C: -2.5787 0.0720 -2.8512  -0.02
C: -2.6528 0.2210 -1.4664  -0.02
C: -3.7559 0.8893 -0.9273  0.02
C: -4.7451 1.4006 -1.7522  0.00
Si: -1.3685 -0.5558 -0.3568  -0.11
C: -2.1143 -1.5557 1.0348  0.01
C: -2.3327 -2.9177 0.8097  0.00
C: -2.9083 -3.7211 1.7832  0.00
C: -3.2731 -3.1730 3.0035  0.00
C: -3.0591 -1.8242 3.2471  0.00
C: -2.4819 -1.0244 2.2724  0.00
H: -5.4209 1.6548 -3.7741  0.00
H: -3.4861 0.4705 -4.7554  0.00
H: -1.7474 -0.4674 -3.2920  0.00
H: -3.8384 1.0180 0.1468  0.00
H: -5.5960 1.9136 -1.3221  0.00
H: -0.6229 -1.5240 -1.2123  0.00
H: -2.0482 -3.3587 -0.1396  0.00
H: -3.0665 -4.7746 1.5908  0.00
H: -3.7167 -3.7986 3.7675  0.00
H: -3.3315 -1.3955 4.2029  0.00
H: -2.3063 0.0210 2.4893  -0.01
C: 1.9617 4.6673 -1.9734  0.00
Si: 1.6796 4.9637 -0.1465  0.00
C: 2.0962 6.7717 0.1773  0.00
C: 2.7812 3.9149 0.9481  0.00
Si: -0.5857 4.6771 0.4360  0.07
Te: -1.1560 2.4323 1.5174  0.07
Si: -2.0183 4.9618 -1.3768  -0.02
C: -1.6880 6.6317 -2.1796  0.00
C: -1.6712 3.6023 -2.6142  -0.01
C: -3.7981 4.8947 -0.7948  0.01
Si: -1.0867 6.0423 2.2737  0.00
C: -1.0909 7.8484 1.7498  0.00
C: -2.7800 5.6464 2.9802  0.01
C: 0.2130 5.7664 3.6026  0.00
H: 3.0062 4.8556 -2.2328  0.00
H: 1.3427 5.3625 -2.5485  0.00
H: 1.7131 3.6531 -2.2787  0.00
H: 3.1336 6.9618 -0.1114  0.00
H: 1.9920 7.0285 1.2327  0.00
H: 1.4597 7.4458 -0.4005  0.00
H: 3.8345 4.1207 0.7399  0.00
H: 2.6368 2.8403 0.8160  0.00
H: 2.5857 4.1438 1.9985  0.00
H: -0.6551 6.7085 -2.5270  0.00
H: -1.8696 7.4546 -1.4848  0.00
H: -2.3408 6.7724 -3.0452  0.00
H: -0.6885 3.7307 -3.0730  0.00
H: -2.4241 3.5980 -3.4070  0.00
H: -1.6930 2.6211 -2.1350  0.01
H: -4.0410 5.7621 -0.1758  0.00
H: -3.9873 3.9915 -0.2113  0.00
H: -4.4750 4.8916 -1.6536  0.00
H: -1.8682 8.0323 1.0039  0.00
H: -0.1350 8.1517 1.3188  0.00
H: -1.2962 8.4945 2.6072  0.00
H: -3.5694 5.8543 2.2544  0.00
H: -2.9657 6.2619 3.8644  0.00
H: -2.8629 4.5993 3.2762  0.00
H: 1.1911 6.1348 3.2894  0.00
H: 0.3096 4.7051 3.8426  0.00
H: -0.0663 6.2947 4.5180  0.00

Properties
* ⟨S²⟩: 3.79
* E_tot: -3721.66278 a.u.
* 2S+1: 4
* orbital gap (alpha / beta): 0.25933 / 0.25424 Eh
* E_LUMO (alpha / beta): -0.50 / -0.99 eV
* HOMO level (alpha / beta): -0.278 / -0.291 hartree
* energy relative to the best compared isomer or geometry (same formula, charge and spin): 0.314 eV

***

# 2
A structure of composition C17H42AlClIN12O23. Source: the Open Molecules 2025 dataset; level of theory: the ωB97M-V functional and the def2-TZVPD basis.

Last column: Löwdin charge in e.
Element x y z (Å)
C: 3.8667 -1.4243 2.4613  -0.09
C: 3.5811 -1.9252 1.0564  -0.37
C: 2.6710 -3.1330 1.0772  -0.65
Cl: 2.7667 -4.0183 -0.5183  0.52
Al: 0.7221 -2.6607 1.3209  0.13
O: -0.2428 -4.1533 0.7939  -0.07
C: -1.1959 -4.4960 1.5364  -0.48
N: -2.0697 -4.8334 2.2534  0.12
O: 0.4917 -2.2682 3.0907  -0.13
N: -0.7533 -1.8536 3.3934  -0.13
O: -0.7794 -1.0962 4.3046  0.00
C: 0.2816 -1.1318 0.0667  -0.65
I: -1.2555 -1.7923 -1.3524  0.79
C: -0.2593 0.1375 0.7048  -0.41
C: 0.6656 0.6908 1.7976  -0.10
H: 4.7041 -0.7381 2.4221  0.06
H: 4.1564 -2.2557 3.0880  0.08
H: 3.0330 -0.8779 2.8794  0.05
H: 3.2345 -1.1328 0.4032  0.09
H: 4.5388 -2.2382 0.6593  0.05
H: 3.0356 -3.8340 1.8143  0.05
H: 1.1221 -0.8863 -0.5659  0.02
H: -0.3047 0.8890 -0.0784  0.06
H: -1.2768 0.0411 1.0529  0.07
H: 0.0601 1.0067 2.6321  0.06
H: 1.3503 -0.0511 2.1835  0.03
H: 1.2174 1.5597 1.4731  0.05
C: -3.7807 1.7455 -3.2525  0.05
N: -3.4885 1.9664 -1.8137  -0.43
O: -4.2337 2.6819 -1.1772  0.05
O: -2.5256 1.4002 -1.3454  -0.02
H: -4.6702 2.3060 -3.5074  0.08
H: -2.9237 2.0916 -3.8207  0.11
H: -3.9302 0.6796 -3.3962  0.10
C: -7.3378 0.4478 -5.6975  0.05
N: -5.8757 0.7166 -5.7393  -0.44
O: -5.1183 -0.2192 -5.6150  0.07
O: -5.5309 1.8721 -5.8905  0.05
H: -7.4880 -0.6157 -5.5586  0.10
H: -7.7497 1.0064 -4.8672  0.06
H: -7.7595 0.7861 -6.6381  0.10
C: -1.5437 3.7749 0.6891  0.05
N: -1.2312 4.0975 2.1086  -0.44
O: -1.9626 4.8705 2.6918  0.06
O: -0.2656 3.5486 2.5909  0.05
H: -2.4291 4.3260 0.3974  0.09
H: -0.6827 4.0649 0.0940  0.10
H: -1.7110 2.7037 0.6217  0.07
C: -4.8229 0.3322 1.4189  0.06
N: -5.8098 -0.1435 0.4114  -0.45
O: -6.2494 -1.2629 0.5312  0.08
O: -6.0980 0.6294 -0.4799  0.04
H: -4.6589 -0.4600 2.1391  0.10
H: -3.9083 0.5728 0.8833  0.08
H: -5.2397 1.2173 1.8892  0.10
C: -3.4988 -6.0028 4.6758  0.01
N: -4.1483 -6.2169 6.0006  -0.46
O: -3.6455 -7.0161 6.7642  0.04
O: -5.1498 -5.5752 6.2375  0.04
H: -2.6269 -6.6393 4.6115  0.09
H: -4.2253 -6.2558 3.9117  0.09
H: -3.2202 -4.9581 4.6025  0.08
C: 3.4952 4.1872 1.4958  0.05
N: 3.9656 3.0693 0.6334  -0.45
O: 4.1080 1.9879 1.1506  0.07
O: 4.1700 3.3230 -0.5373  0.05
H: 3.3543 3.8079 2.5003  0.10
H: 4.2563 4.9608 1.4669  0.10
H: 2.5597 4.5470 1.0796  0.09
C: 8.4978 -3.8211 0.1575  0.05
N: 7.2201 -3.2211 0.6272  -0.43
O: 6.9069 -2.1420 0.1761  0.06
O: 6.5840 -3.8605 1.4329  0.08
H: 8.9540 -3.1428 -0.5530  0.09
H: 9.1291 -3.9614 1.0291  0.10
H: 8.2577 -4.7736 -0.3043  0.10
C: 7.3135 1.0525 0.4393  0.04
N: 8.4056 1.0204 1.4489  -0.44
O: 9.0082 2.0513 1.6695  0.05
O: 8.6266 -0.0403 1.9894  0.06
H: 7.2394 2.0597 0.0462  0.09
H: 7.5712 0.3485 -0.3412  0.06
H: 6.3949 0.7578 0.9390  0.08
C: 6.2093 1.6320 -4.0987  0.05
N: 7.3383 1.5832 -3.1312  -0.44
O: 7.9424 2.6090 -2.9085  0.07
O: 7.5700 0.5098 -2.6198  0.05
H: 6.1181 2.6462 -4.4667  0.09
H: 6.4400 0.9389 -4.9013  0.10
H: 5.3144 1.3237 -3.5665  0.10
C: -10.3262 3.3872 -3.1874  0.05
N: -9.8367 2.3567 -4.1422  -0.45
O: -9.6190 1.2446 -3.7087  0.06
O: -9.6867 2.7007 -5.2938  0.07
H: -10.4076 2.9339 -2.2074  0.10
H: -9.6041 4.1976 -3.1876  0.10
H: -11.2916 3.7287 -3.5470  0.10

Properties
* E_tot: -4060.03769 a.u.
* 2S+1: 1
* orbital gap: 0.24622 Eh
* E_LUMO: 0.95 eV
* HOMO level: -0.211 hartree
* total charge: -1

***

# 3
The molecule C8H12NPS. Source: the Open Molecules 2025 dataset; level of theory: the ωB97M-V functional and the def2-TZVPD basis.

Last column: Löwdin charge in e.
Element x y z (Å)
C: -0.4438 -0.6007 2.1771  -0.30
C: 0.8565 -0.6050 2.4778  -0.45
C: 1.1115 -1.1681 -1.0916  -0.23
C: 0.9426 -1.0622 -2.4135  -0.19
C: -0.8513 -0.2426 0.8301  -0.36
C: 1.1205 -0.0617 -0.1990  -0.44
C: 0.6086 -2.1513 -3.3280  -0.12
C: -1.0909 3.3469 2.6170  -0.26
N: -1.0003 2.0656 2.0659  -0.38
P: -1.4786 1.5404 0.6373  0.92
S: 2.1066 -0.1781 1.3063  0.88
H: -1.0625 -0.9433 2.9549  0.09
H: 1.0030 -0.8219 3.5386  0.07
H: 1.1984 -2.0815 -0.5533  0.11
H: 0.6637 -0.0307 -2.8719  0.14
H: -1.6194 -0.7894 0.3271  0.03
H: 0.9731 0.9398 -0.5408  0.04
H: -0.4246 -2.1986 -3.1774  0.06
H: 0.8156 -1.6976 -4.3224  0.08
H: 1.1644 -3.1448 -3.1595  0.12
H: -1.1529 3.1785 3.6991  0.08
H: -1.8844 3.9662 2.2789  0.04
H: -0.1548 3.8474 2.3571  0.08

Properties
* E_tot: -1106.14448 a.u.
* 2S+1: 1
* orbital gap: 0.27032 Eh
* E_LUMO: -0.41 eV
* HOMO level: -0.285 hartree
* energy relative to the best compared isomer or geometry (same formula, charge and spin): 1.939 eV

***

# 4
The molecule C5H8N2. Source: the Open Molecules 2025 dataset; level of theory: the ωB97M-V functional and the def2-TZVPD basis.

Last column: Löwdin charge in e.
Element x y z (Å)
N: -1.4896 0.3068 1.4720  0.05
C: -0.1610 0.1533 0.8966  -0.38
C: 0.6760 -0.8366 1.6351  -0.18
N: 1.3130 -1.5649 2.2709  0.14
C: -0.2656 -0.1833 -0.5833  -0.28
C: 0.9846 -0.3624 -1.3912  -0.12
C: 0.1251 0.8476 -1.6013  -0.11
H: -1.4238 0.5972 2.4429  0.08
H: -1.9687 -0.5906 1.4672  0.08
H: 0.3602 1.1149 0.9948  0.15
H: -1.1068 -0.8295 -0.8290  0.14
H: 1.9354 -0.2410 -0.8791  0.11
H: 0.9869 -1.1320 -2.1558  0.10
H: -0.4550 0.9223 -2.5143  0.10
H: 0.4893 1.7981 -1.2256  0.10

Properties
* E_tot: -304.78748 a.u.
* SMILES: N#C[C@H](N)C1CC1
* 2S+1: 1
* orbital gap: 0.41568 Eh
* E_LUMO: 0.95 eV
* HOMO level: -0.381 hartree
* energy relative to the best compared isomer or geometry (same formula, charge and spin): 1.307 eV

***

# 5
A cluster of 2 separate species, C3H2O2S in total. Source: the Open Molecules 2025 dataset; level of theory: the ωB97M-V functional and the def2-TZVPD basis.

Last column: Löwdin charge in e.
Element x y z (Å)
C: 0.1804 1.2063 1.1376  0.01
C: -0.6997 1.2969 0.2347  -0.32
C: 0.2703 -2.1014 -1.1821  -0.87
O: -1.3479 1.2178 -0.7199  0.16
O: 0.1637 -2.4342 -0.0750  0.09
S: 0.5198 -1.4067 -2.5521  0.79
H: 0.3700 0.1607 1.5039  0.10
H: 0.5434 2.0606 1.6529  0.05

Properties
* E_tot: -664.15668 a.u.
* SMILES: C=C=O.O=C=S
* 2S+1: 1
* orbital gap: 0.36670 Eh
* E_LUMO: 0.49 eV
* HOMO level: -0.349 hartree
* energy relative to the best compared isomer or geometry (same formula, charge and spin): 0.253 eV

***

# 6
The molecule C10H18N2O5. Source: the Open Molecules 2025 dataset; level of theory: the ωB97M-V functional and the def2-TZVPD basis.

Last column: Löwdin charge in e.
Element x y z (Å)
C: 0.9929 -0.7659 0.1812  -0.26
C: -0.4129 -0.5476 -0.2498  -0.39
C: 2.0960 0.0825 -0.5299  -0.32
C: 1.8894 1.6546 -0.6407  -0.05
C: 3.5360 -0.2713 -0.1083  -0.26
C: 3.9297 -0.0826 1.3230  -0.11
C: -2.5284 0.6428 -0.1276  -0.21
C: -2.8974 2.1709 0.0355  -0.44
C: -3.6864 -0.2240 0.3488  -0.03
C: -3.7290 -1.7481 0.2199  -0.52
H: 1.0276 -2.3487 -1.0416  0.06
H: 0.8138 -2.8096 0.4382  0.08
H: 1.0345 -0.5546 1.2858  0.16
H: 2.0563 -0.2436 -1.5899  0.14
H: 1.0036 1.8017 -1.3186  0.08
H: 1.6957 2.2136 0.2832  0.07
H: 2.8091 2.0071 -1.1897  0.09
H: 4.1383 0.3570 -0.7786  0.11
H: 3.6648 -1.3525 -0.3900  0.11
H: 3.2979 -0.5921 2.0657  0.07
H: 3.8037 0.9980 1.5100  0.07
H: 4.9897 -0.3153 1.5439  0.08
H: -0.9976 0.7208 1.3012  0.17
H: -2.3595 0.5299 -1.2160  0.17
H: -3.9088 0.0488 1.3583  0.13
H: -4.5705 0.0765 -0.2357  0.15
H: -2.5135 -1.7594 -1.3211  0.08
H: -1.0575 2.4930 -0.2681  0.07
N: 1.3832 -2.1877 -0.1240  0.08
N: -1.2618 0.2630 0.4377  0.12
O: -0.7938 -1.0757 -1.3220  0.02
O: -4.0238 2.5729 0.2350  0.13
O: -4.2998 -2.4529 1.0021  0.12
O: -3.2598 -2.2738 -0.9231  0.10
O: -1.8617 2.9722 -0.1950  0.15

Properties
* E_tot: -877.59030 a.u.
* SMILES: CC[C@H](C)[C@H](N)C(=O)N[C@@H](CC(=O)O)C(=O)O
* 2S+1: 1
* orbital gap: 0.38458 Eh
* E_LUMO: 0.12 eV
* HOMO level: -0.380 hartree
* energy relative to the best compared isomer or geometry (same formula, charge and spin): 1.342 eV